Entry from the Open Molecules 2025 dataset: the molecule C6H8O3 in a non-equilibrium geometry (ωB97M-V with the def2-TZVPD basis set).

Properties
SMILES: C1C[C@H]2OO[C@@H]1[C@@H]1O[C@@H]12
LUMO: 0.72 eV
HOMO energy: -9.25 eV

Last column: natural (NBO) charge in e.
CARTESIAN COORDINATES (ANGSTROEM)
C 1.346 0.727 -0.193  -0.44
C 1.059 -0.743 0.033  -0.46
C -0.287 -1.114 0.408  0.03
O -0.750 -0.797 1.628  -0.25
O -0.016 0.593 1.781  -0.28
C 0.040 1.133 0.393  0.01
C -1.104 0.869 -0.609  0.01
O -2.398 0.331 -0.159  -0.44
C -1.376 -0.521 -0.595  0.04
H 2.165 1.158 0.442  0.22
H 1.656 0.976 -1.152  0.23
H 1.797 -1.415 0.304  0.25
H 1.083 -1.394 -0.919  0.22
H -0.556 -2.241 0.406  0.22
H 0.112 2.045 0.952  0.24
H -1.381 1.585 -1.348  0.22
H -1.389 -1.193 -1.371  0.18